(1)
20
Properties=species:S:1:pos:R:3:forces:R:3:nbo_charge:R:1 method="wB97M-V/def2-TZVPD" energy_ev=-8929.82369 max_force_ev_per_a=6.73 spin_multiplicity=2 e_lumo_ev="2.476 / 2.413" gap_ev="1.2 / 7.2" total_charge=-1
C 1.4691 -0.4109 0.1143 2.1 1.6 0.7 -0.30
C 0.0706 -0.6847 -0.2970 -2.2 0.0 1.0 -0.47
C -0.0681 -1.5999 -1.4848 1.1 0.3 0.0 -0.09
C -0.6390 -2.7776 -1.2280 -1.7 -0.4 0.5 -0.66
C 0.8497 -1.2557 -2.5941 2.3 -1.1 0.7 -0.92
N 1.6430 0.7163 1.1361 -1.4 -0.3 -6.6 -0.88
H 1.9453 -1.3024 0.5319 -0.1 0.0 -0.3 0.19
H 2.0344 -0.0908 -0.8004 -0.3 -0.4 1.0 0.18
H -0.4791 -1.1405 0.5566 0.3 0.2 -0.4 0.19
H -0.5095 0.2142 -0.4956 0.3 0.6 -0.1 0.18
H -0.7222 -3.6711 -1.8506 0.1 0.6 -0.1 0.19
H -1.3536 -2.6837 -0.3821 0.8 -0.9 -0.3 0.17
H 1.9560 -1.7211 -2.2080 -2.0 1.2 -1.3 0.10
H 0.9381 -0.1986 -2.8649 0.2 0.0 0.7 0.20
H 0.6233 -1.7148 -3.5276 -0.2 -0.8 -0.5 0.21
H 0.9518 1.4012 0.9211 -0.2 0.5 0.6 0.35
H 1.8998 0.5905 2.0151 0.9 -1.1 4.5 0.35
H -2.4081 5.3268 3.3164 -0.8 -0.4 -1.1 0.45
H -2.6967 4.1899 4.0472 -0.1 -1.6 1.5 0.45
O -2.9719 4.5199 3.2158 0.9 2.0 -0.4 -0.92

=====

(2)
60
Properties=species:S:1:pos:R:3:forces:R:3:nbo_charge:R:1 method="wB97M-V/def2-TZVPD" energy_ev=-41183.22848 max_force_ev_per_a=1.00 e_lumo_ev=0.733 smiles=COc1cc2c(Oc3ccc4[nH]c(C)cc4c3F)ncnc2cc1OCCCN1CCCC1 gap_ev=8.5
C 2.2930 -1.1246 -3.1247 0.2 0.0 0.0 -0.25
H 2.7507 -1.5696 -2.2356 0.0 0.0 0.0 0.18
H 2.6473 -1.6449 -4.0130 0.0 0.0 0.1 0.20
H 2.5749 -0.0687 -3.1847 0.0 0.0 0.0 0.18
O 0.8950 -1.2873 -3.1226 -0.4 0.0 0.1 -0.49
C 0.1886 -0.7263 -2.1097 0.2 0.0 0.1 0.34
C 0.7239 -0.0063 -1.0743 0.1 -0.2 -0.3 -0.29
C -0.1152 0.5308 -0.0815 -0.4 0.1 0.2 -0.19
C -1.5120 0.3273 -0.1450 0.9 0.1 0.0 0.26
N -2.3396 0.8353 0.7984 -0.5 0.0 0.1 -0.48
C -1.7859 1.5156 1.7551 -0.4 -0.1 -0.1 0.26
N -0.4840 1.7793 1.9245 1.0 0.0 -0.3 -0.55
C 0.3473 1.2996 1.0265 -0.9 -0.1 0.0 0.58
O 1.6665 1.4935 1.0732 0.1 -0.1 -0.2 -0.46
C 2.3638 2.2068 2.0217 0.5 0.2 0.2 0.18
C 3.7264 2.3121 1.7635 -0.3 0.0 0.0 0.43
C 4.5583 2.9997 2.6394 -0.5 0.0 0.2 -0.17
C 3.9798 3.5834 3.7939 -0.4 -0.4 -0.6 0.15
C 2.6228 3.4822 4.0621 0.1 0.0 0.0 -0.23
C 1.8246 2.7936 3.1734 -0.1 0.0 0.1 -0.27
H 0.7668 2.6966 3.3459 0.1 0.0 0.0 0.27
H 2.1937 3.9300 4.9449 -0.1 0.0 0.1 0.21
N 4.9886 4.1940 4.4816 0.2 0.2 0.3 -0.53
C 6.1744 4.0208 3.8116 0.2 -0.1 -0.2 0.19
C 5.9493 3.2939 2.6795 0.2 0.1 0.1 -0.30
H 6.6777 2.9974 1.9527 0.2 0.0 -0.1 0.23
C 7.4381 4.5907 4.3471 -0.1 0.0 0.0 -0.64
H 7.3640 5.6747 4.4366 0.1 0.1 0.0 0.22
H 7.6559 4.1842 5.3349 0.1 0.0 0.0 0.22
H 8.2630 4.3519 3.6828 0.1 0.0 0.0 0.23
H 4.8839 4.6958 5.3468 0.0 -0.1 -0.1 0.41
F 4.2381 1.7395 0.6501 -0.1 0.1 0.2 -0.32
H -2.4392 1.9270 2.5142 -0.1 0.0 0.0 0.17
C -2.0485 -0.4167 -1.2116 0.1 -0.2 -0.3 -0.34
C -1.2297 -0.9350 -2.1829 -0.1 0.0 0.0 0.30
O -1.6258 -1.6388 -3.2670 0.4 0.2 0.2 -0.47
C -2.9953 -1.9320 -3.4486 -0.4 -0.3 0.0 -0.06
C -3.4681 -3.1020 -2.5848 0.0 0.3 -0.2 -0.43
C -4.9401 -3.4201 -2.8490 0.3 0.1 0.1 -0.21
N -5.3956 -4.4812 -1.9666 0.0 0.2 0.1 -0.44
C -5.0633 -5.8146 -2.4438 0.1 -0.2 0.0 -0.23
C -6.2081 -6.2587 -3.3850 0.1 0.0 0.0 -0.44
H -5.9266 -6.1161 -4.4281 0.0 -0.1 0.0 0.20
H -6.4418 -7.3120 -3.2423 0.0 0.0 -0.1 0.21
C -7.3841 -5.3487 -2.9992 0.0 0.1 0.1 -0.43
H -8.2741 -5.9120 -2.7267 -0.1 0.0 0.0 0.21
H -7.6443 -4.6783 -3.8187 -0.1 0.0 0.0 0.20
C -6.8382 -4.5413 -1.8045 -0.2 -0.1 0.0 -0.22
H -7.0388 -5.0779 -0.8724 -0.1 0.0 0.0 0.19
H -7.2697 -3.5443 -1.7284 0.0 0.0 0.1 0.20
H -5.0190 -6.4744 -1.5730 0.1 -0.1 -0.1 0.19
H -4.0909 -5.8259 -2.9322 0.1 0.0 0.1 0.20
H -5.0777 -3.6639 -3.9150 -0.1 0.0 0.0 0.16
H -5.5308 -2.5258 -2.6329 0.0 0.0 -0.1 0.20
H -2.8447 -3.9691 -2.8065 0.0 0.0 0.0 0.21
H -3.3432 -2.8682 -1.5273 0.0 0.0 0.0 0.22
H -3.6096 -1.0414 -3.2676 0.1 0.0 -0.1 0.17
H -3.0777 -2.1977 -4.5070 0.0 0.1 0.1 0.19
H -3.1167 -0.5505 -1.2215 -0.1 -0.1 0.0 0.23
H 1.7834 0.1700 -0.9906 0.1 0.0 -0.1 0.24

=====

(3)
28
Properties=species:S:1:pos:R:3:forces:R:3:nbo_charge:R:1 method="wB97M-V/def2-TZVPD" energy_ev=-12576.20593 max_force_ev_per_a=4.43 e_lumo_ev=0.661 gap_ev=8.3
C -1.5768 0.1093 -0.5449 1.5 3.7 0.8 0.19
C -2.8909 0.4344 0.1574 0.1 0.0 -0.2 -0.62
C -1.6691 0.2927 -2.0572 0.0 -0.3 0.3 -0.63
C -0.4756 1.4461 -0.0052 -2.3 -1.8 -1.0 -0.67
N -1.1575 -1.1689 -0.1794 3.0 -1.8 2.7 -0.86
H -0.3442 -1.1643 0.7358 -3.1 0.5 -2.8 0.37
H -0.5291 -1.5654 -0.8743 -0.2 0.0 -0.2 0.34
H -2.7783 0.3325 1.2357 0.0 0.0 0.1 0.21
H -3.6553 -0.2706 -0.1684 -0.1 -0.1 0.0 0.21
H -3.2249 1.4452 -0.0688 -0.1 0.1 0.0 0.20
H -2.3599 -0.4434 -2.4703 -0.1 0.0 -0.1 0.21
H -0.6959 0.1334 -2.5225 0.1 0.0 0.0 0.20
H -2.0135 1.2925 -2.3153 -0.1 0.0 0.0 0.21
H 0.4787 1.4522 -0.5268 0.0 -0.2 0.0 0.18
H -1.0436 2.3231 -0.3032 0.1 0.3 0.0 0.20
H -0.3871 1.4296 1.0792 0.1 -0.1 0.0 0.19
C 2.5017 -0.4489 -0.4886 0.1 0.0 0.2 -0.67
C 1.9450 -0.2542 0.8897 -1.1 -1.1 0.4 0.21
N 2.2814 0.9129 1.5359 -0.2 0.1 -0.1 -0.78
C 1.1362 -1.2122 1.4819 3.0 0.8 0.5 -0.09
O 1.3303 -2.5739 1.2270 -0.7 -0.2 -0.4 -0.70
H 2.1676 -2.7412 0.7842 0.0 0.2 0.0 0.47
H 1.8388 1.0556 2.4328 0.1 0.0 -0.1 0.39
H 2.3009 1.7486 0.9654 -0.1 0.0 0.1 0.38
H 0.8759 -1.0561 2.5244 -0.4 0.1 0.0 0.18
H 1.7430 -0.8308 -1.1693 -0.1 0.0 0.0 0.23
H 3.3211 -1.1706 -0.4662 0.1 0.1 -0.1 0.22
H 2.8811 0.4923 -0.8891 0.1 -0.1 0.0 0.22

=====

(4)
10
Properties=species:S:1:pos:R:3:forces:R:3:nbo_charge:R:1 method="wB97M-V/def2-TZVPD" energy_ev=-38730.63273 max_force_ev_per_a=6.49 e_lumo_ev=-2.639 smiles="O=C1CSC(=S)C1=S" gap_ev=6.4
C -1.0806 0.3693 -0.1926 -2.6 1.9 -0.1 0.53
C -0.7397 -1.2606 0.1827 -2.9 1.4 1.0 -0.68
C 1.4840 0.1762 -0.2424 1.2 2.1 1.6 -0.40
C 0.2684 1.1063 -0.0469 1.3 1.4 -1.2 -0.31
H -1.4127 -2.0203 -0.3650 1.3 1.4 0.5 0.27
H -1.0885 -1.3740 1.3383 1.2 0.4 -2.6 0.26
O -2.1420 1.0349 -0.4644 4.8 -4.2 1.3 -0.46
S 1.0629 -1.4445 -0.0953 -1.0 -1.3 0.0 0.45
S 3.1004 0.6762 -0.1940 -2.3 -0.8 -0.5 0.05
S 0.5479 2.7365 0.0798 -1.1 -2.2 0.0 0.29

=====

(5)
18
Properties=species:S:1:pos:R:3:forces:R:3:nbo_charge:R:1 method="wB97M-V/def2-TZVPD" energy_ev=-10265.64560 max_force_ev_per_a=2.13 e_lumo_ev=0.691 gap_ev=8.2
C 0.9082 -1.4665 1.1757 -0.2 0.0 0.1 -0.63
N -0.7374 0.7000 -1.2802 0.7 -0.8 0.8 -0.46
C -0.1950 -0.9606 0.2815 0.6 -0.5 0.1 -0.07
N 0.2871 1.6028 -1.7042 -0.5 -0.2 0.2 -0.67
N -0.2518 1.3382 1.2798 0.2 0.4 -0.2 -0.84
C -0.2237 -1.0806 -1.1744 0.9 -0.4 1.2 0.09
C -0.8570 0.3634 0.5464 -0.6 0.1 -2.0 0.22
N -1.0449 -1.8758 -0.5052 0.1 0.9 -0.6 -0.54
H -1.4993 0.6022 -1.9466 -0.2 0.9 0.4 0.38
H 1.1087 1.0931 -2.0325 -0.2 -0.3 0.1 0.34
H 0.6257 2.1257 -0.8947 -0.3 -0.1 0.0 0.35
H 0.4564 1.0924 1.9582 0.0 0.2 -0.4 0.41
H -0.7696 2.2006 1.3870 0.2 -0.3 0.5 0.40
H 0.5516 -1.2448 -1.9335 -0.5 0.2 0.0 0.18
H -1.9406 0.3332 0.6334 0.0 0.0 -0.2 0.19
H 0.5306 -1.6700 2.1825 0.1 -0.1 0.0 0.20
H 1.7433 -0.7618 1.2715 -0.1 0.0 -0.1 0.19
H 1.3078 -2.3916 0.7553 -0.1 0.1 0.1 0.24

=====

(6)
26
Properties=species:S:1:pos:R:3:forces:R:3:nbo_charge:R:1 method="wB97M-V/def2-TZVPD" energy_ev=-27872.80244 max_force_ev_per_a=3.52 e_lumo_ev=-0.224 gap_ev=7.9
C -3.2475 -0.4263 -1.2689 1.3 -0.5 1.4 -0.24
C -4.0036 -1.6965 -1.1510 0.3 -0.6 -1.1 -0.19
C -2.1769 -0.2645 -0.4501 -0.2 0.2 -0.1 -0.18
C -3.6841 -2.7044 -0.3130 -2.3 0.2 -0.2 -0.22
C -1.7783 -1.3230 0.4553 1.5 2.0 0.9 -0.13
C -2.5886 -2.5332 0.6206 0.2 -0.6 2.9 0.15
C 1.8907 0.4694 -1.4872 1.4 0.4 0.2 -0.27
C 2.3755 1.2607 -0.6922 0.4 -1.4 -0.4 0.00
C 4.4545 2.1385 0.7354 0.4 -0.1 2.8 -0.41
C 3.7587 3.2896 0.1405 -0.1 1.7 -3.1 -0.40
C 2.9829 2.0299 0.4104 -3.0 0.0 0.7 -0.32
C -0.6591 -1.1351 1.2138 -1.0 -1.9 -0.4 -0.17
F -1.7298 -3.5982 0.4770 0.9 -1.6 -0.3 -0.37
Cl 0.2278 0.2779 1.3120 0.5 1.1 0.2 0.05
H -3.4561 0.3347 -1.9962 -0.5 0.0 -0.2 0.22
H -4.7078 -1.9091 -1.9581 -0.3 0.3 0.5 0.21
H -1.4676 0.5790 -0.3673 -1.0 -0.2 -0.8 0.23
H -4.3499 -3.6197 -0.1471 1.2 1.3 -0.7 0.23
H -2.8881 -2.6212 1.7389 -0.1 0.3 -1.7 0.18
H 1.7908 -0.3287 -2.2411 -0.4 1.1 0.9 0.25
H 5.1569 1.4491 0.2515 -0.3 0.8 -0.1 0.24
H 4.6791 2.3764 1.8402 -0.3 -1.1 -1.7 0.22
H 3.3720 4.1151 0.7393 0.8 -0.1 0.1 0.22
H 4.0249 3.6406 -0.9481 -0.8 -1.0 2.1 0.22
H 2.1836 2.1171 1.2891 2.1 -0.1 -1.8 0.23
H -0.1601 -1.9183 1.7964 -0.7 0.1 -0.1 0.23

=====

Record-wise relative energy (zero: lowest compared OMol25 entry of this formula, charge and spin) values, in kcal/mol: 67.7 20.5 72.0 20.7 120.0 59.7